No. 1
Below is a molecular structure, C26H32BIN9ORuSeSi, with properties calculated with ωB97M-V/def2-TZVPD.

Structure (ORCA input):
```
! wB97M-V def2-TZVPD RIJCOSX def2/J DEFGRID3
* xyz 0 6
Ru -0.462 0.250 0.445
C 0.987 -3.490 -1.095
C 0.206 -2.267 -0.742
N 0.767 -1.260 -0.019
N 2.123 -1.227 0.179
C 2.518 0.010 0.372
O 1.767 1.049 0.366
C 3.970 0.210 0.657
C 4.391 1.459 1.096
C 5.724 1.679 1.420
C 6.647 0.650 1.305
C 6.231 -0.601 0.859
C 4.901 -0.821 0.538
C -1.116 -2.070 -1.168
C -1.853 -3.016 -1.927
C -3.151 -2.763 -2.258
C -3.768 -1.562 -1.837
C -3.019 -0.672 -1.113
N -1.732 -0.882 -0.798
H 2.014 -3.368 -0.766
H 0.978 -3.664 -2.174
H 0.562 -4.376 -0.613
H 3.657 2.248 1.188
H 6.041 2.655 1.767
H 7.685 0.818 1.564
H 6.949 -1.406 0.763
H 4.566 -1.789 0.190
H -1.372 -3.938 -2.224
H -3.714 -3.487 -2.833
H -4.802 -1.344 -2.061
H -3.451 0.252 -0.752
B -1.254 2.728 2.894
N -1.540 3.000 1.377
C -2.047 4.123 0.871
C -2.386 3.913 -0.460
C -2.042 2.591 -0.694
N -1.539 2.041 0.425
N 0.041 1.882 3.043
C 0.982 2.031 3.981
C 1.780 0.898 4.002
C 1.233 0.079 3.024
N 0.183 0.675 2.456
H -2.189 2.102 3.351
H -1.074 3.796 3.426
H -2.151 4.998 1.492
H -2.813 4.617 -1.152
H -2.101 2.015 -1.601
H 1.014 2.928 4.578
H 2.630 0.701 4.633
H 1.559 -0.891 2.679
C -0.853 -1.315 5.348
Si -2.029 -2.311 4.319
C -3.787 -1.770 4.599
C -1.845 -4.129 4.669
Se -1.672 -2.042 2.057
H -1.052 -1.507 6.407
H -0.967 -0.245 5.158
H 0.185 -1.583 5.142
H -4.085 -2.012 5.624
H -4.466 -2.287 3.916
H -3.902 -0.695 4.449
H -2.109 -4.359 5.706
H -0.818 -4.462 4.496
H -2.500 -4.703 4.009
I 2.031 0.453 -5.797
C 1.347 0.981 -3.928
C 1.680 2.102 -3.205
N 0.987 2.025 -2.058
N 0.242 0.917 -1.977
C 0.447 0.273 -3.116
H 2.350 2.915 -3.425
H 1.108 2.580 -1.225
H -0.056 -0.659 -3.321
*
```

Properties
E_LUMO (alpha / beta)	0.564 / -2.260	eV
M	832.44	g/mol
Kohn-Sham gap (alpha / beta)	6.23 / 5.27	eV

No. 2
Below is a molecular structure, C22H26CdF3N8OS, with properties calculated with ωB97M-V/def2-TZVPD.

Structure (ORCA input):
```
! wB97M-V def2-TZVPD RIJCOSX def2/J DEFGRID3
* xyz -2 2
Cd -0.742 -1.663 1.738
N -2.424 -3.080 0.445
C -3.350 -2.328 -0.407
C -2.757 -1.981 -1.843
N -1.531 -1.077 -1.842
C -1.763 0.365 -1.913
C -0.366 1.083 -1.458
N -0.049 2.213 -2.151
C -0.717 -1.597 -2.950
C -0.001 -3.047 -2.475
N 1.160 -2.519 -1.678
H -1.807 -3.623 -0.096
H -2.671 -3.386 1.386
H -3.866 -1.150 0.063
H -4.404 -2.939 -0.572
H -3.537 -1.742 -2.680
H -2.235 -2.755 -2.370
H -2.698 0.494 -1.224
H -1.817 0.626 -3.105
H 0.536 0.301 -1.727
H -0.556 1.266 -0.454
H 0.629 2.406 -2.929
H -0.040 3.013 -1.543
H 0.130 -0.835 -2.884
H -0.907 -1.561 -3.998
H 0.423 -3.628 -3.368
H -0.602 -3.513 -1.834
H 0.961 -1.584 -1.400
H 1.282 -2.883 -0.764
O -2.688 -0.138 1.191
N -2.859 0.767 2.075
C -3.036 2.055 1.811
C -3.313 3.036 2.751
C -3.374 2.627 4.047
C -3.132 1.345 4.368
C -2.838 0.394 3.454
S -2.170 -1.151 3.812
H -3.022 2.280 0.830
H -3.893 3.826 2.537
H -3.491 3.175 4.695
H -3.445 0.986 5.350
F 5.247 5.487 -0.634
C 5.442 4.390 -1.388
F 5.172 4.730 -2.647
F 6.802 4.130 -1.385
C 4.543 3.135 -0.821
C 4.789 1.866 -0.969
C 3.903 1.014 -0.277
C 2.608 1.264 0.379
C 2.274 2.561 0.069
C 3.254 3.576 -0.246
C 1.720 0.331 0.716
C 1.034 -0.526 1.263
H 5.795 1.553 -1.166
H 4.721 0.329 0.478
H 1.621 2.994 0.759
H 3.031 4.653 0.272
N 3.911 -5.644 2.855
C 2.774 -5.655 2.798
N 1.453 -5.774 2.704
C 0.812 -4.690 2.296
N 0.073 -3.803 2.058
*
```

Properties
E_LUMO (alpha / beta)	4.160 / 4.157	eV
energy relative to the best compared isomer or geometry (same formula, charge and spin)	270.6	kcal/mol
M	619.98	g/mol
Kohn-Sham gap (alpha / beta)	3.02 / 5.44	eV

No. 3
Below is a single C4H5N3O6 molecule, with properties calculated with ωB97M-V/def2-TZVPD.

Structure (ORCA input):
```
! wB97M-V def2-TZVPD RIJCOSX def2/J DEFGRID3
* xyz 0 1
C -1.132 0.764 -0.247
C 0.283 1.301 0.176
C -1.417 -0.561 0.459
C 1.341 0.243 0.128
N -1.975 -1.701 -0.481
N 2.714 0.638 -0.355
N 1.076 -0.876 0.636
O -1.165 -2.122 -1.244
O -3.129 -1.994 -0.380
O 2.802 1.755 -0.823
O 3.607 -0.176 -0.337
O -0.328 -1.084 1.109
O 1.740 -1.815 0.738
H -1.971 1.404 0.020
H -1.118 0.640 -1.410
H 0.721 2.216 -0.439
H 0.090 1.672 1.305
H -2.139 -0.305 1.146
*
```

Properties
E_LUMO	-0.907	eV
energy relative to the best compared isomer or geometry (same formula, charge and spin)	90.7	kcal/mol
M	191.10	g/mol
SMILES	O=[N+]([O-])C1=[N+]([O-])O[C@H]([N+](=O)[O-])CC1
Kohn-Sham gap	9.54	eV

No. 4
Below is 14 unconnected molecules or ions with the total composition C5H41N2O13, with properties calculated with ωB97M-V/def2-TZVPD.

Structure (ORCA input):
```
! wB97M-V def2-TZVPD RIJCOSX def2/J DEFGRID3
* xyz 1 1
N 0.643 -1.227 2.159
C 0.224 -1.402 0.709
C 0.358 -0.001 0.073
N -1.007 0.455 -0.229
C -1.075 1.361 -1.429
C -2.389 1.142 -2.167
C -2.524 0.153 -3.331
H 1.487 -0.631 2.187
H -0.223 -0.955 2.678
H 0.802 -2.086 2.687
H 0.817 -2.220 0.303
H -0.774 -1.820 0.613
H 0.740 0.714 0.815
H 1.012 -0.060 -0.807
H -1.690 -0.282 -0.307
H -0.265 1.003 -2.078
H -0.852 2.366 -1.061
H -2.740 2.119 -2.506
H -3.173 0.818 -1.468
H -2.361 0.573 -4.324
H -3.568 -0.151 -3.381
H -1.888 -0.721 -3.170
H 3.876 1.113 0.123
H 4.760 -0.138 0.371
O 3.942 0.302 0.624
H 3.123 1.711 -3.412
H 2.194 0.762 -2.681
O 2.645 1.630 -2.580
H 0.628 -4.568 -0.972
H -0.915 -4.395 -1.341
O -0.154 -4.014 -0.894
H 2.456 4.187 -0.984
H 2.073 2.754 -1.150
O 2.193 3.423 -0.464
H 1.550 -0.355 -4.368
H 0.863 -1.214 -3.370
O 0.997 -0.290 -3.579
H 1.995 -3.275 -2.152
H 0.609 -3.090 -2.687
O 1.540 -2.903 -2.907
H 2.218 0.193 3.884
H 3.526 -0.299 3.409
O 2.630 -0.630 3.569
H 0.108 3.136 0.749
H 0.217 4.562 1.503
O 0.133 3.610 1.580
H -1.496 1.202 2.564
H -2.497 -0.009 3.184
O -1.651 0.303 2.893
H -1.923 3.267 1.317
H -2.166 3.363 2.772
O -2.357 2.781 2.025
H -3.507 -3.528 0.012
H -2.284 -4.084 0.777
O -2.641 -3.293 0.355
H -2.489 -3.139 2.367
H -2.668 -1.820 2.987
O -1.984 -2.463 2.810
H 0.238 1.950 2.727
H 1.545 2.473 2.401
O 1.118 1.636 2.566
*
```

Properties
E_LUMO	-2.509	eV
energy relative to the best compared isomer or geometry (same formula, charge and spin)	111.6	kcal/mol
M	337.38	g/mol
Kohn-Sham gap	8.47	eV